No. 1
Here is a 3-piece molecular cluster, C16H43BNO9P3 overall from the Open Molecules 2025 dataset. Energies are from ωB97M-V/def2-TZVPD.

CARTESIAN COORDINATES (ANGSTROEM)
C: -4.2156 5.1285 3.0908
C: -2.7350 5.1996 3.4197
O: -2.1669 3.9080 3.5729
P: -1.9854 2.9510 2.2328
O: -0.9047 3.7501 1.5095
O: -1.0189 1.7743 2.8779
C: 0.2832 1.5238 2.3595
C: 1.3275 2.3186 3.1228
O: -3.3016 1.9866 2.7569
C: -4.2961 1.6625 1.7822
C: -3.7043 1.0558 0.5238
H: -4.3646 4.7629 2.0695
H: -4.6765 6.1158 3.1612
H: -4.7332 4.4453 3.7652
H: -2.1935 5.7635 2.6545
H: -2.5995 5.7206 4.3700
H: 0.3230 1.7264 1.2872
H: 0.4839 0.4566 2.4840
H: 1.0827 3.3807 3.1725
H: 2.3105 2.2111 2.6593
H: 1.3903 1.9664 4.1548
H: -4.8735 2.5596 1.5398
H: -4.9788 0.9487 2.2471
H: -3.0905 1.7874 -0.0167
H: -4.4963 0.7233 -0.1501
H: -3.0618 0.2075 0.7666
C: -3.3760 -5.2305 -4.5367
C: -1.8816 -5.1647 -4.2767
O: -1.5084 -3.9447 -3.6548
P: -1.9543 -3.6809 -2.0814
O: -1.0771 -4.7289 -1.4023
O: -1.0244 -2.3506 -1.7637
C: -0.0365 -2.3669 -0.7374
C: 1.3201 -2.7531 -1.2962
O: -3.1449 -2.5700 -2.6176
C: -4.4527 -2.6998 -2.0551
C: -4.4371 -2.7183 -0.5382
H: -3.9239 -5.3527 -3.5965
H: -3.6213 -6.0799 -5.1773
H: -3.7311 -4.3141 -5.0095
H: -1.5547 -6.0146 -3.6703
H: -1.3459 -5.2132 -5.2272
H: -0.3357 -3.0221 0.0827
H: 0.0197 -1.3553 -0.3263
H: 1.2817 -3.6828 -1.8658
H: 2.0491 -2.8681 -0.4919
H: 1.6796 -1.9835 -1.9834
H: -4.9276 -3.6054 -2.4441
H: -5.0374 -1.8467 -2.4050
H: -3.9396 -3.6199 -0.1593
H: -5.4552 -2.7097 -0.1445
H: -3.8943 -1.8570 -0.1449
C: 4.3896 -1.8595 1.0070
O: 3.6386 -0.6652 1.3033
C: 4.4672 0.4442 0.9242
C: 3.6962 1.5233 0.0378
C: 4.7098 2.7787 -0.0710
B: 5.7835 2.6110 -1.2563
P: 7.3269 1.4612 -1.2656
N: 7.3151 0.5831 -2.6188
H: 5.4536 -1.8202 1.3863
H: 3.9188 -2.7708 1.4811
H: 4.3792 -2.0209 -0.1139
H: 4.9419 0.9873 1.7911
H: 5.2936 0.0524 0.2599
H: 3.6498 1.0900 -0.9991
H: 2.7016 1.8082 0.4577
H: 4.0459 3.6562 -0.3453
H: 5.1510 3.0296 0.9327
H: 5.6033 3.2471 -2.2472
H: 7.3635 0.5452 -0.1663
H: 8.5365 2.2377 -1.1983
H: 8.1393 0.7805 -3.1894

Properties
- Net charge: 0
- LUMO energy: -1.0 eV
- Structure (SMILES): CCOP(=O)(OCC)OCC.CCOP(=O)(OCC)OCC.COCCCB[PH2]=N
- Molar mass: 497.3 g/mol
- Kohn-Sham gap: 7.1 eV

Mulliken population analysis, charges in e, atoms 1 to 2:
1. C -0.952
2. C -0.320

***

No. 2
Here is C16H43BeO16S5 as an isolated structure from the Open Molecules 2025 dataset. Energies are from ωB97M-V/def2-TZVPD.

CARTESIAN COORDINATES (ANGSTROEM)
Be: -23.9559 -23.0079 -14.7516
C: -22.5206 -24.3342 -20.0204
O: -23.2788 -24.2270 -18.8768
H: -22.7394 -25.2936 -20.4893
H: -22.8889 -23.5770 -20.7126
H: -21.4521 -24.1904 -19.8602
O: -15.5833 -30.9070 -22.3466
S: -15.6230 -29.7385 -23.1917
O: -16.2190 -29.7030 -24.5258
O: -16.2750 -28.4729 -22.3345
C: -15.9923 -28.4268 -20.9252
C: -16.9409 -27.4430 -20.2854
C: -13.9475 -29.0220 -23.4975
H: -14.9536 -28.1217 -20.7985
H: -16.1946 -29.3847 -20.4460
H: -17.9883 -27.7413 -20.3301
H: -16.8735 -26.4544 -20.7394
H: -16.8640 -27.3374 -19.2033
H: -13.2811 -29.5566 -24.1744
H: -13.3997 -28.8778 -22.5662
H: -14.2058 -28.0250 -23.8542
O: -31.0422 -24.7483 -21.4516
S: -30.0249 -25.8068 -21.3392
O: -30.0646 -26.8061 -20.2335
O: -29.8887 -26.4720 -22.8553
C: -29.6025 -27.8447 -23.0400
C: -28.1393 -28.1562 -22.8424
C: -28.4044 -24.8742 -21.3040
H: -29.9557 -28.1156 -24.0350
H: -30.2428 -28.3953 -22.3509
H: -27.8821 -28.0758 -21.7863
H: -27.5465 -27.4423 -23.4143
H: -27.9412 -29.1829 -23.1503
H: -27.7703 -25.1284 -22.1533
H: -28.0437 -25.1549 -20.3145
H: -28.6720 -23.8212 -21.3919
O: -20.9079 -24.7218 -30.0637
S: -20.4487 -24.9333 -28.6849
O: -19.8754 -23.8277 -27.8828
O: -21.6580 -25.6191 -27.8021
C: -21.5241 -25.7786 -26.3823
C: -21.8862 -27.2552 -26.0719
C: -19.2609 -26.3019 -28.6796
H: -22.2320 -25.1251 -25.8726
H: -20.5597 -25.3882 -26.0572
H: -22.0176 -27.2958 -24.9907
H: -21.0854 -27.8825 -26.4635
H: -22.8918 -27.4769 -26.4293
H: -18.9842 -26.4383 -27.6342
H: -18.3494 -26.0402 -29.2171
H: -19.7948 -27.2204 -28.9231
O: -27.7417 -18.1860 -17.6396
S: -26.2948 -18.3853 -17.6360
O: -25.7180 -19.6886 -17.1883
O: -25.6686 -17.8919 -19.1617
C: -24.4789 -18.5332 -19.5383
C: -23.6724 -17.8848 -20.6228
C: -25.5458 -17.0259 -16.6065
H: -24.7141 -19.5547 -19.8372
H: -23.7845 -18.6209 -18.7027
H: -23.2365 -17.0109 -20.1386
H: -24.2451 -17.5844 -21.5002
H: -22.8541 -18.4938 -21.0068
H: -26.0216 -16.0555 -16.7480
H: -24.5134 -17.0211 -16.9562
H: -25.6230 -17.4219 -15.5939
O: -25.5342 -29.6155 -14.1209
S: -24.7388 -28.9101 -15.1594
O: -24.2263 -27.5850 -14.8880
O: -23.4854 -29.8603 -15.6769
C: -22.6105 -29.4406 -16.7260
C: -21.3418 -30.3689 -16.7129
C: -25.6248 -28.7977 -16.7719
H: -22.3508 -28.3939 -16.5679
H: -23.0490 -29.5027 -17.7220
H: -20.6344 -30.1906 -17.5227
H: -21.6436 -31.4100 -16.8275
H: -20.7832 -30.2329 -15.7869
H: -24.9334 -28.2280 -17.3927
H: -26.4034 -28.0646 -16.5609
H: -26.0633 -29.6814 -17.2355

Properties
- Net charge: +1
- Energy above the lowest of the compared OMol25 structures with the same formula, charge and spin: 73.1 kcal per mole
- LUMO energy: -9.8 eV
- Molar mass: 660.9 g/mol
- Kohn-Sham gap: 2.8 eV

Mulliken population analysis, charges in e, atoms 1 to 2:
1. Be 0.670
2. C -0.347

***

No. 3
Here is C16H43ClIrO6Si2 as an isolated structure from the Open Molecules 2025 dataset. Energies are from ωB97M-V/def2-TZVPD.

CARTESIAN COORDINATES (ANGSTROEM)
O: -1.3840 -2.0292 -0.7806
O: 0.9643 1.5089 -3.6879
C: -0.2124 -2.7902 -1.1758
C: -0.6214 -4.2474 -1.2252
H: 0.5413 -2.6436 -0.3969
H: 0.1999 -2.4580 -2.1353
H: -0.8527 -4.6004 -0.2135
H: 0.1804 -4.8814 -1.6308
H: -1.5631 -4.3436 -1.7904
C: -1.9261 -1.0162 -1.6338
C: -1.5000 -1.0310 -3.0808
H: -1.6140 -0.0528 -1.1931
H: -3.0290 -1.1254 -1.5585
H: -0.5702 -0.4917 -3.2904
H: -2.2575 -0.4931 -3.6465
H: -1.4168 -2.0408 -3.4888
C: 0.5712 2.6805 -2.9774
C: 2.3660 1.2604 -3.7295
C: -0.8642 3.0158 -3.3422
H: 1.2246 3.5372 -3.2317
H: 0.6500 2.5000 -1.8844
H: -0.9579 3.1881 -4.4222
H: -1.1739 3.9272 -2.8238
H: -1.5512 2.2072 -3.0605
C: 2.7905 0.7425 -5.0935
H: 2.5942 0.4893 -2.9718
H: 2.9488 2.1661 -3.4813
H: 2.1823 -0.1122 -5.4081
H: 3.8394 0.4300 -5.0529
H: 2.6988 1.5298 -5.8516
H: 1.3387 0.3778 1.8866
Ir: -1.3388 -0.3873 3.0264
C: 1.6886 -0.1128 0.9688
Si: 3.3682 0.5918 1.3072
H: 1.5614 -1.2094 0.9759
H: 1.1763 0.2377 0.0716
C: 4.4397 -0.4277 0.1581
C: 3.6033 0.2124 3.1202
C: 2.7941 2.4019 1.0697
C: -2.3500 -1.7989 2.3373
Si: -3.4430 -0.3145 2.1428
H: -2.8442 -2.5972 2.8717
H: -1.8654 -2.0569 1.4012
C: -4.7417 -0.5491 0.7661
C: -2.2670 1.1056 1.6811
C: -4.0136 0.1298 3.8754
H: 2.1665 2.5381 0.1745
H: 3.6170 3.1316 1.0084
H: 2.1499 2.6840 1.9213
H: 4.1416 -1.4748 0.3124
H: 5.5277 -0.3913 0.2895
H: 4.2296 -0.2051 -0.8926
H: 3.1004 -0.7391 3.3589
H: 3.1388 0.9660 3.7698
H: 4.6724 0.1308 3.3688
H: -2.3576 1.0081 0.5900
H: -1.1689 1.0809 1.9096
H: -2.6139 2.0747 2.0643
H: -4.5920 1.0522 3.7781
H: -3.1494 0.2780 4.5565
H: -4.6179 -0.7106 4.2274
H: -5.6923 -0.0251 0.9440
H: -4.9994 -1.6125 0.6813
H: -4.4188 -0.2348 -0.2381
O: 1.6466 0.1397 5.5126
Cl: 0.3192 0.0024 5.0216
O: -0.6145 0.2449 6.0608
O: 0.0756 0.9488 3.8574
O: 0.0752 -1.3156 4.3222

Properties
- Net charge: +1
- Energy above the lowest of the compared OMol25 structures with the same formula, charge and spin: 39.4 kcal per mole
- LUMO energy (spin up / spin down): -2.4 / -6.9 eV
- Molar mass: 615.4 g/mol
- Kohn-Sham gap (spin up / spin down): 8.7 / 4.9 eV
- Multiplicity: 5

Mulliken population analysis, charges in e, atoms 1 to 2:
1. O -0.175
2. O -0.323